Arrangement a

A cluster of 2 separate species, C3H12N2O2 in total, computed with wB97M-V/def2-TZVPD.

Values from the calculation:
Multiplicity ... 1
SMILES ... C[C@@H](N)O.CON
LUMO level ... 0.691 eV
Net charge ... 0
Kohn-Sham gap ... 9.7 eV

Each line ends with the Löwdin charge.
Positions of all 19 atoms, in Å:
C 0.614 2.521 -1.305  -0.050
C 0.407 1.077 -0.882  -0.564
N 0.370 0.213 -2.034  0.054
O 1.424 0.729 0.046  -0.055
H 0.564 3.171 -0.436  0.074
H 1.596 2.632 -1.761  0.075
H -0.147 2.803 -2.026  0.074
H -0.577 0.966 -0.378  0.108
H 1.250 0.255 -2.538  0.074
H 0.197 -0.745 -1.750  0.060
H 1.145 -0.108 0.454  0.055
C -0.282 -2.396 1.774  -0.113
O -0.417 -1.373 0.816  -0.289
N -1.569 -0.492 1.026  0.058
H -1.172 -3.039 1.801  0.085
H 0.577 -2.989 1.463  0.092
H -0.104 -1.989 2.778  0.088
H -2.389 -1.098 0.973  0.086
H -1.489 -0.138 1.980  0.089

=====

Arrangement b

A cluster of 2 separate species, C3H12N2O2 in total, computed with wB97M-V/def2-TZVPD.

Values from the calculation:
Multiplicity ... 1
SMILES ... NC[C@H](N)CO.O
LUMO level ... 0.757 eV
Net charge ... 0
Kohn-Sham gap ... 9.6 eV

Each line ends with the Löwdin charge.
Positions of all 19 atoms, in Å:
N 1.331 1.027 1.337  0.013
C 0.390 0.863 0.281  -0.288
C 0.293 -0.504 -0.417  -0.381
N 1.580 -0.804 -1.024  0.026
C -0.854 -0.600 -1.453  -0.178
O -1.668 0.596 -1.519  -0.103
H 1.345 0.332 2.070  0.066
H 2.285 1.126 1.041  0.067
H -0.634 1.192 0.440  0.104
H 0.686 1.511 -0.557  0.122
H 0.154 -1.361 0.239  0.126
H 2.026 -0.085 -1.565  0.070
H 2.016 -1.703 -0.994  0.065
H -1.623 -1.193 -0.951  0.111
H -0.570 -0.986 -2.426  0.113
H -1.206 1.360 -1.878  0.077
O -1.075 -0.543 2.532  -0.037
H -0.510 0.209 2.384  -0.006
H -1.587 -0.796 1.763  0.033

=====

In terms of stability, arrangement b leads; the second structure lies 16.6 kcal/mol higher.

=====

Arrangement a

A structure of composition C3H12N2O2, computed with wB97M-V/def2-TZVPD.

Values from the calculation:
Multiplicity ... 1
LUMO level ... 0.928 eV
Net charge ... 0
Kohn-Sham gap ... 9.7 eV

Each line ends with the Löwdin charge.
Positions of all 19 atoms, in Å:
C 0.849 -0.712 1.065  -0.493
C 2.093 0.070 -1.061  -0.184
N 0.906 -2.069 0.704  0.096
O 0.898 0.197 -0.348  -0.273
O -0.225 -0.356 1.732  -0.091
H -0.895 0.454 1.124  0.070
H 1.800 -0.381 1.510  0.138
H 1.817 -2.503 0.744  0.086
H 0.037 -2.406 0.314  0.096
H 2.071 0.741 -1.926  0.077
H 2.969 0.339 -0.444  0.077
H 2.250 -0.954 -1.436  0.069
C -2.539 0.791 -0.517  -0.104
N -1.422 1.312 0.280  -0.018
H -1.627 2.222 0.682  0.120
H -0.536 1.326 -0.273  0.095
H -2.227 -0.158 -0.949  0.082
H -3.401 0.617 0.128  0.081
H -2.819 1.468 -1.327  0.075

=====

Arrangement b

A cluster of 3 separate species, C3H12N2O2 in total, computed with wB97M-V/def2-TZVPD.

Values from the calculation:
Multiplicity ... 1
SMILES ... [H]/N=C\NCC.O.O
LUMO level ... 0.961 eV
Net charge ... 0
Kohn-Sham gap ... 10.1 eV

Each line ends with the Löwdin charge.
Positions of all 19 atoms, in Å:
H -0.330 -1.442 1.132  0.042
N -0.726 -1.031 0.298  0.073
C -0.241 0.142 0.143  -0.310
N 0.835 0.649 0.820  -0.031
C 0.839 1.965 1.390  -0.283
C 1.615 2.090 2.703  -0.096
H -0.648 0.873 -0.553  0.126
H 1.512 -0.023 1.137  0.129
H 1.137 2.808 0.753  0.110
H -0.182 2.259 1.673  0.112
H 1.363 1.245 3.352  0.074
H 2.691 2.195 2.599  0.069
H 1.204 2.922 3.271  0.070
O -2.849 -2.837 -3.491  -0.043
H -3.282 -2.264 -4.088  0.014
H -2.221 -3.350 -4.042  0.054
O 0.036 -1.853 -2.538  -0.085
H -0.197 -1.883 -1.591  -0.010
H -0.557 -2.466 -2.969  -0.014

=====

In terms of stability, arrangement b leads; the second structure lies 11.4 kcal/mol higher.

=====

Arrangement a

A structure of composition C3H12N2O2, computed with wB97M-V/def2-TZVPD.

Values from the calculation:
Multiplicity ... 1
LUMO level ... -4.273 eV
Net charge ... 0
Kohn-Sham gap ... 3.9 eV

Each line ends with the Löwdin charge.
Positions of all 19 atoms, in Å:
C 0.051 0.363 1.872  -0.016
C -0.136 -0.433 0.550  -0.225
C -0.587 0.057 -0.606  -0.040
N -0.610 -0.746 -1.755  0.169
N 0.037 -1.804 0.879  0.156
H 1.171 0.360 2.122  0.127
H -0.337 -0.288 2.712  0.093
H -0.490 1.346 1.742  0.020
H -0.943 1.127 -0.860  0.161
H -0.952 -0.247 -2.590  0.128
H 0.236 -1.464 -1.808  0.051
H 0.968 -2.088 0.681  0.099
H -0.435 -2.396 0.235  0.084
H -0.832 3.681 0.750  -0.141
H -0.055 4.734 -0.851  0.017
O -0.912 2.834 1.160  -0.330
H 0.686 5.064 -0.799  0.042
H 2.245 -1.152 -2.297  -0.043
O 1.759 -1.678 -1.635  -0.353

=====

Arrangement b

A cluster of 2 separate species, C3H12N2O2 in total, computed with wB97M-V/def2-TZVPD.

Values from the calculation:
Multiplicity ... 1
SMILES ... NC[C@H](N)CO.O
LUMO level ... 0.616 eV
Net charge ... 0
Kohn-Sham gap ... 9.6 eV

Each line ends with the Löwdin charge.
Positions of all 19 atoms, in Å:
N 1.661 -2.161 1.093  -0.011
C 0.408 -2.018 0.355  -0.235
C 0.198 -0.615 -0.286  -0.378
N 1.317 0.308 0.013  0.032
C -1.179 -0.062 0.041  -0.233
O -1.488 1.050 -0.827  -0.081
H 2.130 -1.269 1.154  0.036
H 2.242 -2.857 0.647  0.059
H 0.414 -2.811 -0.391  0.108
H -0.465 -2.150 1.009  0.094
H 0.196 -0.734 -1.375  0.137
H 1.032 0.889 0.808  0.082
H 1.224 1.054 -0.678  0.070
H -1.173 0.149 1.117  0.132
H -1.864 -0.874 -0.223  0.124
H -2.451 1.076 -0.661  0.106
O -1.053 3.847 -0.338  -0.090
H -0.658 2.952 -0.408  0.000
H -0.491 4.225 -1.051  0.048

=====

In terms of stability, arrangement b leads; the second structure lies 184.5 kcal/mol higher.

=====

Arrangement a

A cluster of 3 separate species, C3H12N2O2 in total, computed with wB97M-V/def2-TZVPD.

Values from the calculation:
Multiplicity ... 1
SMILES ... [H]/N=C/NCC.O.O
LUMO level ... 0.555 eV
Net charge ... 0
Kohn-Sham gap ... 9.3 eV

Each line ends with the Löwdin charge.
Positions of all 19 atoms, in Å:
H -1.321 2.899 0.554  0.027
N -0.681 2.145 0.789  0.044
C -1.000 0.908 0.577  -0.362
N -0.249 -0.011 1.216  -0.029
C -0.258 -1.451 0.960  -0.203
C 0.571 -1.778 -0.333  -0.084
H -2.057 0.699 0.193  0.142
H 0.464 0.379 1.798  0.122
H -1.266 -1.810 0.818  0.106
H 0.390 -1.926 1.693  0.107
H -0.070 -1.693 -1.206  0.034
H 0.954 -2.793 -0.291  0.064
H 1.392 -1.066 -0.531  0.073
O 2.724 1.516 0.001  -0.081
H 2.352 2.063 0.714  0.030
H 1.873 1.070 -0.143  -0.006
O -0.900 0.325 -2.196  -0.064
H -1.575 1.014 -2.164  0.042
H -1.343 -0.490 -2.448  0.038

=====

Arrangement b

A cluster of 3 separate species, C3H12N2O2 in total, computed with wB97M-V/def2-TZVPD.

Values from the calculation:
Multiplicity ... 1
SMILES ... CC/N=C\N.O.O
LUMO level ... 0.774 eV
Net charge ... 0
Kohn-Sham gap ... 10.3 eV

Each line ends with the Löwdin charge.
Positions of all 19 atoms, in Å:
C 0.847 -1.973 0.006  -0.089
C -0.048 -1.001 -0.745  -0.278
N -0.609 -0.009 0.187  0.016
C -0.446 1.209 -0.085  -0.303
N 0.342 1.853 -1.065  0.071
H 1.901 -1.793 0.198  0.042
H 0.804 -2.956 -0.465  0.069
H 0.378 -2.073 0.986  0.073
H -0.884 -1.546 -1.179  0.109
H 0.451 -0.494 -1.576  0.084
H -0.934 1.952 0.543  0.104
H 0.425 1.359 -1.931  0.057
H -0.031 2.785 -1.199  0.077
O 4.192 -0.155 0.615  -0.063
H 3.283 -0.487 0.523  0.004
H 4.301 0.121 1.529  0.034
O -4.332 0.129 0.755  -0.034
H -4.104 1.019 0.950  0.009
H -4.544 -0.265 1.584  0.017

=====

In terms of stability, arrangement b leads; the second structure lies 7.3 kcal/mol higher.

=====

Arrangement a

An isolated molecule of C17H21N5O2S, computed with wB97M-V/def2-TZVPD.

Values from the calculation:
Multiplicity ... 1
SMILES ... Cc1cccc(C(=O)N[C@H](C)/C=C/C(=O)N[C@H](C)c2nncs2)c1N
LUMO level ... 0.552 eV
Net charge ... 0
Kohn-Sham gap ... 8.8 eV

Each line ends with the Löwdin charge.
Positions of all 46 atoms, in Å:
C 4.065 -1.020 -5.775  -0.053
C 3.417 -0.065 -4.815  -0.219
C 3.289 1.277 -5.115  -0.046
C 2.727 2.176 -4.214  -0.088
C 2.260 1.704 -3.006  -0.053
C 2.342 0.348 -2.677  -0.079
C 1.770 -0.149 -1.392  -0.408
O 2.177 -1.154 -0.819  0.046
N 0.741 0.587 -0.883  0.101
C 0.008 0.213 0.329  -0.341
C 0.909 0.187 1.562  -0.038
C -0.715 -1.092 0.146  -0.021
C -2.022 -1.238 0.311  0.000
C -2.666 -2.567 0.135  -0.500
O -2.066 -3.562 -0.242  0.025
N -3.997 -2.601 0.416  0.091
C -4.746 -3.849 0.358  -0.359
C -6.219 -3.562 0.122  -0.053
C -4.527 -4.661 1.613  -0.552
N -5.447 -4.856 2.501  0.007
N -5.019 -5.599 3.564  -0.052
C -3.780 -5.947 3.438  -0.482
S -3.014 -5.393 2.010  1.083
C 2.951 -0.548 -3.575  -0.210
N 3.194 -1.877 -3.256  0.132
H 4.885 -1.555 -5.293  0.084
H 3.358 -1.774 -6.136  0.081
H 4.452 -0.491 -6.644  0.075
H 3.663 1.636 -6.067  0.111
H 2.671 3.229 -4.451  0.100
H 1.851 2.403 -2.288  0.108
H 0.288 1.229 -1.509  0.131
H -0.736 1.001 0.467  0.139
H 0.299 0.040 2.454  0.083
H 1.636 -0.618 1.495  0.075
H 1.441 1.134 1.654  0.084
H -0.115 -1.955 -0.124  0.127
H -2.652 -0.395 0.583  0.110
H -4.428 -1.815 0.874  0.143
H -4.333 -4.407 -0.483  0.144
H -6.780 -4.491 0.055  0.084
H -6.644 -2.987 0.944  0.079
H -6.332 -3.006 -0.808  0.083
H -3.268 -6.538 4.182  0.068
H 2.938 -2.541 -3.970  0.094
H 2.858 -2.134 -2.336  0.068

=====

Arrangement b

An isolated molecule of C17H21N5O2S, computed with wB97M-V/def2-TZVPD.

Values from the calculation:
Multiplicity ... 1
SMILES ... Cc1cccc(C(=O)N[C@H](C)/C=C/C(=O)N[C@H](C)c2nncs2)c1N
LUMO level ... 0.591 eV
Net charge ... 0
Kohn-Sham gap ... 9.0 eV

Each line ends with the Löwdin charge.
Positions of all 46 atoms, in Å:
C -0.146 6.916 1.715  -0.051
C -0.839 5.733 1.105  -0.219
C -1.960 5.891 0.310  -0.045
C -2.630 4.799 -0.228  -0.085
C -2.148 3.530 0.019  -0.052
C -1.003 3.335 0.794  -0.081
C -0.487 1.950 1.018  -0.412
O 0.072 1.602 2.052  0.050
N -0.682 1.084 -0.013  0.104
C -0.202 -0.301 -0.010  -0.340
C -0.835 -1.126 1.109  -0.038
C 1.299 -0.353 0.048  -0.022
C 2.048 -0.955 -0.865  0.000
C 3.530 -0.987 -0.731  -0.485
O 4.137 -0.419 0.160  0.047
N 4.177 -1.691 -1.707  0.095
C 5.607 -1.939 -1.600  -0.368
C 6.195 -2.243 -2.968  -0.047
C 5.861 -3.068 -0.628  -0.575
N 5.718 -4.313 -0.956  0.008
N 5.949 -5.168 0.080  -0.052
C 6.267 -4.538 1.166  -0.480
S 6.287 -2.832 1.019  1.079
C -0.343 4.440 1.355  -0.210
N 0.727 4.312 2.257  0.117
H -0.029 6.776 2.791  0.081
H 0.858 7.051 1.303  0.081
H -0.706 7.832 1.532  0.074
H -2.336 6.892 0.133  0.110
H -3.526 4.941 -0.816  0.101
H -2.682 2.670 -0.365  0.109
H -0.940 1.478 -0.900  0.134
H -0.522 -0.718 -0.967  0.139
H -0.546 -2.171 0.999  0.084
H -0.509 -0.769 2.083  0.075
H -1.922 -1.055 1.054  0.084
H 1.780 0.121 0.897  0.127
H 1.602 -1.443 -1.728  0.110
H 3.642 -2.332 -2.272  0.142
H 6.040 -1.028 -1.192  0.136
H 7.270 -2.399 -2.890  0.086
H 5.758 -3.152 -3.380  0.077
H 6.006 -1.410 -3.644  0.083
H 6.488 -5.050 2.089  0.068
H 1.598 4.681 1.894  0.100
H 0.864 3.341 2.512  0.063

=====

In terms of stability, arrangement a leads; the second structure lies 2.5 kcal/mol higher.

=====

Arrangement a

A cluster of 2 separate species, CH6N2O2S in total, computed with wB97M-V/def2-TZVPD.

Values from the calculation:
Multiplicity ... 1
SMILES ... N[SH](=O)=O.C=N
LUMO level ... 0.652 eV
Net charge ... 0
Kohn-Sham gap ... 10.7 eV

Each line ends with the Löwdin charge.
Positions of all 12 atoms, in Å:
N -1.497 0.416 -0.329  -0.113
S -0.945 -0.412 1.017  0.615
O -0.842 -1.825 0.667  -0.347
O 0.115 0.335 1.617  -0.364
H -1.401 -0.242 -1.142  0.089
H -0.931 1.253 -0.359  0.037
H -2.012 -0.233 1.798  0.063
C 1.702 -0.168 -0.428  -0.134
N 1.067 0.392 -1.379  0.008
H 1.992 0.298 0.508  0.065
H 1.842 -1.192 -0.592  0.054
H 0.910 1.378 -1.378  0.027

=====

Arrangement b

A cluster of 2 separate species, CH6N2O2S in total, computed with wB97M-V/def2-TZVPD.

Values from the calculation:
Multiplicity ... 1
SMILES ... [H]/N=C\N.OSO
LUMO level ... 0.845 eV
Net charge ... 0
Kohn-Sham gap ... 9.1 eV

Each line ends with the Löwdin charge.
Positions of all 12 atoms, in Å:
H 1.123 -0.700 -1.004  0.052
N 0.283 -0.712 -0.447  0.070
C -0.706 -0.476 -1.191  -0.346
N -0.806 -0.124 -2.539  0.083
H -1.650 -0.700 -0.743  0.106
H 0.081 -0.083 -3.056  0.098
H -1.571 0.135 -3.107  0.070
O 0.263 1.846 2.464  -0.436
S 1.556 0.713 2.550  0.822
O 0.739 -0.656 2.305  -0.507
H -0.120 1.869 3.326  -0.008
H 0.808 -1.111 1.443  -0.004

=====

In terms of stability, arrangement b leads; the second structure lies 16.4 kcal/mol higher.